Formula: C30H33F6N4O4Tc
Source: the OMol25 dataset
Level of theory: ωB97M-V/def2-TZVPD

Output
spin multiplicity: 4
highest occupied orbital energy (spin up / spin down): -10.156 / -9.983 eV
charge: +1
ΔE to the lowest compared entry with this formula, charge and spin: 9.17 kcal/mol

Element x y z (Å)
Tc 0.52 -0.26 -0.23
F -4.07 3.07 0.68
F -4.36 2.62 3.25
F -2.21 4.03 0.23
F -2.63 2.76 4.51
F -3.39 4.72 1.89
F -3.09 0.91 3.53
O -1.62 -0.41 -0.44
O 2.52 -0.39 0.10
O -2.02 1.52 1.33
O 0.61 1.70 -0.49
N 0.60 -0.57 -2.25
N -3.34 0.35 -1.69
N 0.61 0.27 1.75
N 0.64 -2.29 -0.34
C -0.91 3.30 2.59
C -3.09 2.24 3.37
C -4.65 0.18 -2.27
C 0.72 2.38 -1.57
C -2.21 2.64 2.14
C 1.07 0.20 5.37
C 0.47 -0.12 3.04
C 3.97 -2.87 3.06
C 0.79 2.65 -3.99
C 0.01 -2.79 -1.54
C 0.13 -0.75 5.74
C 2.94 -1.18 1.04
C 1.24 0.51 4.04
C 1.49 -3.03 0.28
C 2.43 -2.51 1.23
C -2.64 1.56 -2.09
C -3.66 -1.60 -0.25
C 0.88 4.01 -3.86
C 0.92 4.58 -2.58
C -0.44 -1.12 3.43
C 0.72 1.78 -2.88
C -2.80 -0.50 -0.82
C 2.98 -3.33 2.22
C 0.84 3.79 -1.47
C 0.59 -1.95 -2.68
C -0.60 -1.42 4.76
C 4.48 -1.58 2.88
C 3.99 -0.77 1.88
C -2.99 3.63 1.24
C 0.67 0.38 -3.13
H -0.44 2.70 3.37
H -1.33 -2.16 5.06
H 4.36 -3.50 3.84
H -1.02 -1.62 2.67
H -3.77 -1.40 0.81
H -1.21 1.04 1.57
H -4.81 -0.85 -2.58
H 5.27 -1.22 3.52
H 1.27 1.05 1.73
H 0.86 4.21 -0.48
H 0.78 2.21 -4.98
H 1.63 -2.26 -2.87
H -0.03 -0.97 6.78
H -4.64 -1.66 -0.69
H -3.16 -2.56 -0.35
H 0.02 -2.08 -3.60
H 2.60 -4.33 2.33
H -2.35 1.51 -3.14
H 1.57 -4.09 0.04
H 4.39 0.22 1.73
H 0.93 4.64 -4.73
H 0.73 0.10 -4.18
H -3.30 2.42 -1.94
H -5.44 0.48 -1.58
H -1.07 -2.61 -1.47
H 1.01 5.65 -2.48
H -4.72 0.81 -3.16
H -1.76 1.69 -1.47
H 0.19 -3.86 -1.70
H -1.11 4.30 2.97
H 1.65 0.71 6.12
H 1.97 1.25 3.73
H -0.25 3.36 1.73